Record 1
{
  "formula": "C2H2OS2",
  "method": "wB97M-V/def2-TZVPD",
  "species": ["C", "C", "O", "S", "S", "H", "H"],
  "positions_angstrom": [[0.778, 0.260, -0.398], [-0.375, 0.076, 0.277], [-0.161, 1.304, -0.218], [-0.935, -0.652, 1.789], [-1.757, -1.161, -0.071], [0.677, -0.171, -1.454], [1.774, 0.343, 0.075]],
  "forces_ev_per_a": [[3.9887, -1.1615, -4.0275], [-4.4582, -2.7464, 2.5403], [-0.8228, 1.6015, 0.4379], [0.2219, 0.6031, 0.0741], [0.7169, 0.9429, -0.0399], [1.0440, 0.6972, 1.3812], [-0.6905, 0.0631, -0.3662]],
  "total_charge": 0,
  "energy_ha": -948.9255,
  "smiles": "C1OC12SS2",
  "mol_weight_g_mol": 106.2
}


Record 2
{
  "formula": "C4H12N2O",
  "method": "wB97M-V/def2-TZVPD",
  "species": ["C", "C", "C", "C", "N", "N", "H", "H", "H", "H", "H", "H", "H", "H", "H", "H", "H", "H", "O"],
  "positions_angstrom": [[0.657, 0.051, -1.041], [0.624, 0.304, 0.458], [1.059, -1.034, 1.063], [-0.562, -2.457, 1.918], [0.143, -2.082, 0.932], [-0.087, 1.123, -1.797], [0.290, -0.892, -1.439], [1.647, 0.040, -1.502], [1.214, 1.216, 0.598], [-0.390, 0.659, 0.661], [1.355, -0.876, 2.147], [2.104, -1.101, 0.744], [-1.205, -3.308, 1.773], [-0.240, -1.982, 2.854], [-0.830, 0.708, -2.342], [0.464, 1.625, -2.481], [-2.746, 2.652, -0.415], [-1.326, 2.424, -1.007], [-2.171, 2.932, -1.123]],
  "forces_ev_per_a": [[-0.1939, 1.2599, -2.6610], [-0.7816, -0.3900, -1.8284], [2.0512, 2.8902, 3.5315], [2.4462, 0.8721, -0.5804], [-1.1639, -1.2857, -1.4353], [-0.0898, -0.2625, 0.3281], [-0.4779, -0.3314, 0.9496], [0.5132, 0.1554, 0.7597], [0.5303, -0.6209, 0.6257], [-0.1403, -0.5960, 0.4573], [-0.8905, 0.0413, -0.2617], [-0.3350, -1.3153, -1.0654], [-0.4955, 0.0164, 0.3642], [-0.9871, -0.4060, 0.5583], [-0.1913, 0.0013, 0.1183], [0.3356, -0.0689, 0.2156], [-0.2068, -0.0957, 0.2961], [-0.7255, 0.2480, -0.3217], [0.8025, -0.1123, -0.0504]],
  "total_charge": 0,
  "energy_ha": -344.2893,
  "smiles": "C=NCCCN.O",
  "mol_weight_g_mol": 104.2
}


Record 3
{
  "formula": "CH10O5",
  "method": "wB97M-V/def2-TZVPD",
  "species": ["O", "C", "H", "H", "H", "H", "O", "H", "H", "O", "H", "H", "O", "H", "H", "O"],
  "positions_angstrom": [[3.069, 1.201, 0.018], [2.895, 1.611, 1.159], [3.687, 2.215, 1.749], [1.948, 1.540, 1.651], [0.311, -0.049, 2.356], [-1.115, -0.459, 2.864], [-0.223, -0.229, 3.153], [-2.774, -1.614, 0.020], [-1.337, -1.553, -0.318], [-1.972, -1.116, 0.258], [0.617, -2.179, -2.923], [1.044, -0.875, -2.535], [0.879, -1.739, -2.099], [-2.391, 0.611, -1.184], [-2.121, 1.753, -2.066], [-2.518, 0.881, -2.102]],
  "forces_ev_per_a": [[-0.1666, 0.6348, 2.1653], [1.8603, 0.6860, -1.7890], [-0.7451, -0.9728, -0.8679], [-0.9576, -0.3215, 0.4955], [-0.7354, -0.3112, 0.4704], [0.3260, 0.0525, -0.2992], [0.3914, 0.2056, -0.2635], [0.0968, 0.4028, 0.3769], [0.5941, 0.1597, -0.0615], [-0.6036, -0.4431, -0.3740], [-0.1042, -0.6858, 0.5095], [0.1213, -0.1865, 1.0896], [-0.1293, 0.8690, -1.4963], [-0.1177, -0.5652, 0.0893], [0.0097, 0.3349, -0.4271], [0.1599, 0.1408, 0.3818]],
  "total_charge": 0,
  "energy_ha": -420.2498,
  "smiles": "C=O.O.O.O.O",
  "mol_weight_g_mol": 102.1
}


Record 4
{
  "formula": "C13H36O5",
  "method": "wB97M-V/def2-TZVPD",
  "species": ["C", "O", "H", "H", "H", "H", "C", "C", "C", "O", "H", "H", "H", "H", "H", "H", "H", "H", "C", "C", "C", "O", "H", "H", "H", "H", "H", "H", "H", "H", "C", "C", "C", "O", "H", "H", "H", "H", "H", "H", "H", "H", "C", "C", "C", "O", "H", "H", "H", "H", "H", "H", "H", "H"],
  "positions_angstrom": [[1.709, 0.858, 0.604], [1.201, -0.480, 0.483], [1.033, 1.569, 1.164], [2.001, 1.243, -0.411], [2.733, 0.905, 1.108], [1.198, -0.829, -0.373], [1.987, -3.426, -2.068], [1.321, -2.059, -2.531], [-0.114, -2.060, -2.224], [1.955, -0.924, -1.959], [1.594, -4.152, -2.565], [1.872, -3.461, -0.906], [3.059, -3.395, -2.283], [1.567, -1.979, -3.608], [-0.686, -0.981, -2.346], [-0.431, -2.075, -1.323], [-0.979, -2.648, -2.874], [2.462, -0.604, -2.451], [-0.329, 1.849, -3.005], [-1.787, 2.316, -3.004], [-2.145, 3.040, -4.296], [-2.639, 1.263, -2.648], [-0.389, 1.102, -3.600], [0.081, 1.586, -1.941], [0.452, 2.447, -3.602], [-1.706, 2.841, -2.138], [-3.257, 3.007, -4.258], [-1.994, 2.346, -4.947], [-1.837, 3.982, -4.386], [-2.512, 0.920, -1.809], [-1.842, 2.292, 1.709], [-2.461, 1.003, 1.301], [-4.019, 1.086, 0.933], [-1.872, 0.481, 0.077], [-0.782, 2.333, 2.136], [-2.107, 2.579, 2.620], [-1.946, 3.137, 0.841], [-2.278, 0.339, 2.173], [-4.190, 1.539, 0.115], [-4.485, 1.696, 1.768], [-4.399, 0.058, 0.811], [-1.169, -0.072, 0.495], [3.383, -1.372, 3.633], [1.862, -1.786, 3.840], [1.510, -2.011, 5.302], [1.170, -0.677, 3.322], [3.616, -0.514, 4.205], [3.443, -0.852, 2.714], [4.002, -2.114, 3.763], [1.683, -2.658, 3.085], [1.860, -1.145, 5.807], [1.936, -2.824, 5.664], [0.534, -1.785, 5.461], [1.146, -0.914, 2.441]],
  "forces_ev_per_a": [[1.6412, 0.5010, -0.7682], [-0.5760, 1.4453, 3.8681], [0.4798, -1.0770, -0.8514], [-0.8814, -0.0868, 0.7365], [-1.3871, -0.5422, -0.1082], [0.6262, 0.0087, -2.2425], [2.2635, 6.3674, 4.6925], [1.8912, -1.6700, -1.2665], [-4.4808, 2.9660, -7.4991], [-12.3012, -7.8902, 12.2554], [-2.7105, -4.7431, -2.6577], [0.0794, -0.4023, -2.1009], [-0.0707, 0.0546, 0.0683], [-0.7445, -0.1705, 0.2130], [1.9922, -1.8270, -0.6010], [-1.2159, -1.4680, 6.8343], [2.9790, 0.7722, 1.4260], [12.3015, 7.7300, -11.9803], [2.2226, 3.9730, 3.0043], [2.3029, 0.1117, 0.6650], [-4.8274, -1.5716, 5.7469], [-1.5706, 0.1026, -4.2881], [0.1379, -6.1194, -3.4758], [-0.8209, 0.3692, -2.0926], [-1.2689, 0.0900, 1.3050], [-0.8746, 3.1284, 2.1721], [0.3417, 0.6687, -0.1044], [1.7522, -3.5207, -5.0617], [1.7206, 3.4320, -0.6017], [0.9455, -0.6906, 2.8239], [2.7110, 1.9452, -4.4145], [-1.6264, -0.2747, -0.9725], [2.4067, -2.6985, 7.7360], [1.0819, -0.8941, 1.9722], [-0.3465, -1.0137, -1.8724], [-3.0844, 1.7959, 3.6726], [0.1987, -1.8605, 2.3790], [-0.4053, -0.2554, -0.7389], [-0.7432, 3.5511, -6.1027], [0.0113, -1.1110, -0.8740], [-0.0243, 0.4625, 0.5355], [-0.0771, 0.3804, -1.3782], [-4.7413, 2.6874, -0.0933], [2.1983, -0.3517, -1.3201], [0.7288, 3.7296, -3.1432], [-0.9925, 0.6081, 2.8781], [0.1830, 0.5667, 1.7446], [0.1738, -0.4711, -1.7875], [3.6357, -3.8538, 0.5203], [0.0736, 0.8628, 1.7622], [1.3177, 0.7987, 0.6296], [1.3816, -3.8535, 1.9181], [-3.5074, -0.8083, 0.2799], [-0.5006, 0.1164, -3.4416]],
  "total_charge": 0,
  "energy_ha": -892.7558,
  "smiles": "CC(C)O.CC(C)O.CC(C)O.CC(C)O.CO",
  "mol_weight_g_mol": 272.4
}


Record order is preserved below.
Relative energy (zero: lowest compared OMol25 entry of this formula, charge and spin): 208.66, 251.23, 86.59, 827.12 kJ/mol